Record 1
C5H6O2 as an isolated structure, computed with ωB97M-V/def2-TZVPD.

Structure (ORCA input):
```
! wB97M-V def2-TZVPD RIJCOSX def2/J DEFGRID3
* xyz 0 1
C -1.063 -0.832 0.143
C 2.569 -0.755 0.071
H -0.061 -0.303 -1.724
H -1.041 1.004 1.281
H -0.764 1.922 -1.021
C 1.444 -0.484 -0.256
C -0.459 1.240 -0.211
O -1.750 0.405 0.452
H 3.571 -0.972 0.378
H -1.706 -1.475 -0.461
C 0.074 -0.164 -0.645
O -0.101 1.758 0.930
H -0.755 -1.365 1.048
*
```

The value obtained for the orbital gap is 10.7374 eV. Its energy relative to the best compared isomer or geometry (same formula, charge and spin) is 4.643 eV. Its lowest unoccupied orbital energy is 0.885 eV.

---

Record 2
One molecule with the formula C5H6O2 at a distorted geometry, computed with ωB97M-V/def2-TZVPD.

Structure (ORCA input):
```
! wB97M-V def2-TZVPD RIJCOSX def2/J DEFGRID3
* xyz 0 1
C -0.819 -1.032 -0.036
H 0.293 2.185 -0.971
H -0.419 -1.967 -0.411
H 2.158 0.607 -0.898
C 0.095 0.159 -0.194
O -1.524 1.872 -0.129
H -1.135 0.164 1.737
H 0.573 -0.519 1.698
O 1.904 -1.356 -0.565
C 1.491 -0.219 -0.577
C -0.425 1.500 -0.479
C -0.354 -0.364 1.191
H -1.839 -0.797 -0.320
*
```

The value obtained for the orbital gap is 10.5424 eV. Its energy relative to the best compared isomer or geometry (same formula, charge and spin) is 1.650 eV. Its lowest unoccupied orbital energy is 0.487 eV. Its SMILES is O=CC1(C=O)CC1.

---

Record 3
C5H6O2 as an isolated structure, computed with ωB97M-V/def2-TZVPD.

Structure (ORCA input):
```
! wB97M-V def2-TZVPD RIJCOSX def2/J DEFGRID3
* xyz 0 1
C 1.120 -0.434 0.748
C -0.144 0.087 1.344
C -0.713 -0.489 -1.725
C -0.759 0.473 -0.550
H -0.302 0.330 2.388
H 2.015 -0.277 1.345
O -1.296 -0.271 0.575
H -1.391 1.340 -0.784
O 0.288 -0.986 -2.176
H 1.123 -1.332 0.140
C 0.503 0.830 0.212
H -1.719 -0.764 -2.108
H 0.985 1.798 0.205
*
```

The value obtained for the orbital gap is 10.5442 eV. Its energy relative to the best compared isomer or geometry (same formula, charge and spin) is 2.765 eV. Its lowest unoccupied orbital energy is 0.889 eV.

---

Record 4
One molecule with the formula C5H6O2 at a distorted geometry, computed with ωB97M-V/def2-TZVPD.

Structure (ORCA input):
```
! wB97M-V def2-TZVPD RIJCOSX def2/J DEFGRID3
* xyz 0 1
H 1.242 0.187 -1.746
C 0.242 -0.165 -1.752
H 2.342 -1.920 2.220
H 0.510 1.216 0.117
H -0.474 0.431 -2.360
O -1.119 -0.059 0.240
C -1.784 0.883 0.897
C 1.115 -0.658 0.763
O -1.325 1.859 1.427
C 1.783 -1.311 1.530
H 0.077 -1.219 -2.054
C 0.233 0.161 -0.128
H -2.841 0.595 0.846
*
```

The value obtained for the orbital gap is 11.2977 eV. Its energy relative to the best compared isomer or geometry (same formula, charge and spin) is 2.786 eV. Its lowest unoccupied orbital energy is 0.938 eV. Its SMILES is C#C[C@@H](C)OC=O.

---

Record 5
One molecule with the formula C5H6O2 at a distorted geometry, computed with ωB97M-V/def2-TZVPD.

Structure (ORCA input):
```
! wB97M-V def2-TZVPD RIJCOSX def2/J DEFGRID3
* xyz 0 1
H -2.326 -1.601 -2.533
C -0.568 -0.087 1.433
H -1.450 -0.701 1.691
H 1.493 0.532 -1.295
O -0.044 0.616 2.270
C 1.069 0.769 -0.318
H 1.753 1.001 1.460
C -1.728 -1.087 -1.818
H 0.634 1.782 -0.393
C -1.090 -0.473 -1.000
O 2.129 0.747 0.603
C -0.053 -0.253 0.015
H 0.207 -1.326 -0.094
*
```

The value obtained for the orbital gap is 10.6937 eV. Its energy relative to the best compared isomer or geometry (same formula, charge and spin) is 2.888 eV. Its lowest unoccupied orbital energy is 0.644 eV. Its SMILES is C#C[C@H](C=O)CO.

---

Record 6
A 2-piece molecular cluster, C5H6O2 overall at a distorted geometry, computed with ωB97M-V/def2-TZVPD.

Structure (ORCA input):
```
! wB97M-V def2-TZVPD RIJCOSX def2/J DEFGRID3
* xyz 0 1
C 0.125 0.772 1.224
H -1.708 0.261 -0.842
O 1.052 -0.917 0.364
C 0.092 -1.025 -0.647
H 0.438 2.814 1.392
C 0.527 1.920 0.772
H 1.924 -1.187 -0.002
H 0.923 2.053 -0.230
H -0.242 0.302 2.120
H -0.149 -1.787 -2.738
C 0.304 -1.520 -1.805
O -1.993 -1.155 0.582
C -1.294 -0.530 -0.190
*
```

The value obtained for the orbital gap (alpha / beta) is 6.8657 / 8.9275 eV. Its energy relative to the best compared isomer or geometry (same formula, charge and spin) is 7.558 eV. Its lowest unoccupied orbital energy (alpha / beta) is -1.031 / -0.148 eV.

---

Which value of energy relative to the best compared isomer or geometry (same formula, charge and spin) does entry 2 give? 1.650 eV

---

Please write out number 2 again, unchanged.
One molecule with the formula C5H6O2 at a distorted geometry, computed with ωB97M-V/def2-TZVPD.

Structure (ORCA input):
```
! wB97M-V def2-TZVPD RIJCOSX def2/J DEFGRID3
* xyz 0 1
C -0.819 -1.032 -0.036
H 0.293 2.185 -0.971
H -0.419 -1.967 -0.411
H 2.158 0.607 -0.898
C 0.095 0.159 -0.194
O -1.524 1.872 -0.129
H -1.135 0.164 1.737
H 0.573 -0.519 1.698
O 1.904 -1.356 -0.565
C 1.491 -0.219 -0.577
C -0.425 1.500 -0.479
C -0.354 -0.364 1.191
H -1.839 -0.797 -0.320
*
```

The value obtained for the orbital gap is 10.5424 eV. Its energy relative to the best compared isomer or geometry (same formula, charge and spin) is 1.650 eV. Its lowest unoccupied orbital energy is 0.487 eV. Its SMILES is O=CC1(C=O)CC1.